ORCA calculation (wB97M-V/def2-TZVPD) on a structure of composition C35H58F4N2O9S in a non-equilibrium geometry.

Properties
Frontier orbital gap   8.303 eV
E_tot   -2952.755239 Ha
ΔE to the lowest compared entry with this formula, charge and spin   25.53 kJ/mol
HOMO   -8.56 eV

Each line ends with the Mulliken charge.
Positions of all 109 atoms, in Å:
C1 1.78 -2.96 4.51  -1.111
C2 0.31 -2.55 4.83  -0.413
C3 -0.50 -2.65 3.53  0.708
F1 -0.63 -4.03 3.24  -0.393
C4 -1.89 -2.04 3.62  0.098
C5 -2.93 -2.84 3.97  -0.779
C6 -4.29 -2.38 4.04  0.803
C7 -5.37 -3.41 4.41  -1.017
O1 -4.87 -4.74 4.54  -0.342
C8 -4.84 -5.45 3.39  0.858
F2 -4.91 -4.72 2.27  -0.233
F3 -5.84 -6.36 3.34  -0.285
F4 -3.69 -6.16 3.35  -0.254
C9 -4.60 -1.08 3.80  -1.321
C10 -3.53 -0.22 3.44  0.648
N1 -3.70 1.09 3.13  -0.742
S1 -2.21 1.58 2.76  0.267
N2 -1.29 0.29 2.96  -0.527
C11 -2.16 -0.67 3.34  0.887
H1 2.28 -3.42 5.38  0.377
H2 1.79 -3.68 3.67  0.271
H3 2.38 -2.10 4.17  0.240
H4 -0.03 -3.27 5.59  0.364
H5 0.32 -1.52 5.19  0.351
H6 0.11 -2.22 2.73  -0.214
H7 -2.69 -3.88 4.18  0.493
H8 -6.25 -3.33 3.76  0.431
H9 -5.71 -3.12 5.42  0.385
H10 -5.64 -0.77 3.85  0.494
C12 2.25 -1.38 -0.78  -1.274
C13 1.27 -0.73 0.16  0.686
O2 1.24 -1.00 1.34  -0.597
C14 0.31 0.27 -0.42  -0.344
H11 2.87 -2.08 -0.23  0.305
H12 1.71 -1.93 -1.56  0.343
H13 2.89 -0.63 -1.24  0.337
H14 -0.31 -0.19 -1.18  0.358
H15 0.86 1.11 -0.86  0.320
H16 -0.33 0.65 0.38  -0.202
C15 -1.40 3.69 7.64  -1.204
C16 -1.58 3.95 6.17  0.880
O3 -0.68 3.78 5.38  -0.493
C17 -2.94 4.43 5.71  -1.003
H17 -0.38 3.35 7.82  0.312
H18 -1.58 4.61 8.20  0.341
H19 -2.09 2.91 7.97  0.323
H20 -3.18 5.38 6.19  0.407
H21 -3.70 3.68 5.96  0.315
H22 -2.93 4.57 4.63  0.139
C18 -0.34 5.15 2.37  -0.850
C19 -0.01 4.92 0.91  0.798
O4 0.18 3.81 0.47  -0.470
C20 0.08 6.15 0.03  -1.190
H23 -0.36 4.19 2.88  0.103
H24 0.43 5.77 2.83  0.401
H25 -1.31 5.62 2.46  0.299
H26 0.86 6.81 0.39  0.428
H27 -0.88 6.67 0.02  0.329
H28 0.32 5.84 -0.99  0.188
C21 7.28 -1.01 -1.94  -0.985
C22 6.12 -1.97 -2.04  0.691
O5 5.05 -1.71 -1.54  -0.483
C23 6.35 -3.26 -2.78  -0.950
H29 6.96 -0.13 -1.38  0.328
H30 8.12 -1.47 -1.42  0.302
H31 7.60 -0.69 -2.93  0.258
H32 7.14 -3.84 -2.29  0.309
H33 6.62 -3.06 -3.81  0.223
H34 5.43 -3.85 -2.76  0.318
C24 -0.71 3.72 -3.94  -1.239
C25 -1.08 2.59 -3.01  0.908
O6 -0.47 1.55 -3.02  -0.512
C26 -2.23 2.82 -2.08  -0.572
H35 0.14 3.42 -4.56  0.302
H36 -1.55 3.96 -4.59  0.362
H37 -0.43 4.60 -3.36  0.270
H38 -3.14 3.01 -2.64  0.464
H39 -2.02 3.66 -1.41  0.175
H40 -2.38 1.92 -1.47  -0.181
C27 -3.04 0.06 -7.22  -1.105
C28 -1.81 0.64 -6.58  0.866
O7 -1.28 1.63 -7.03  -0.560
C29 -1.27 -0.07 -5.37  -0.925
H41 -3.32 0.66 -8.09  0.315
H42 -2.84 -0.96 -7.56  0.330
H43 -3.87 0.06 -6.51  0.250
H44 -0.99 -1.09 -5.62  0.491
H45 -2.02 -0.07 -4.57  0.194
H46 -0.38 0.46 -5.01  0.166
C30 -6.86 -0.16 -2.76  -1.210
C31 -5.63 0.43 -2.13  0.795
O8 -5.10 1.43 -2.58  -0.499
C32 -5.07 -0.26 -0.92  -0.832
H47 -7.15 0.44 -3.62  0.329
H48 -6.66 -1.18 -3.09  0.335
H49 -7.68 -0.16 -2.04  0.346
H50 -4.79 -1.29 -1.17  0.362
H51 -5.81 -0.27 -0.12  0.352
H52 -4.18 0.27 -0.57  0.022
C33 11.03 -1.27 -4.60  -1.113
C34 9.88 -2.23 -4.71  0.706
O9 8.80 -1.99 -4.22  -0.414
C35 10.13 -3.52 -5.45  -1.104
H53 10.71 -0.39 -4.04  0.281
H54 11.86 -1.74 -4.07  0.333
H55 11.35 -0.95 -5.59  0.335
H56 10.92 -4.09 -4.96  0.334
H57 10.41 -3.31 -6.48  0.338
H58 9.22 -4.12 -5.45  0.270

***

ORCA calculation (wB97M-V/def2-TZVPD) on the ion CH3FNO2S with charge -1 in a non-equilibrium geometry.

Properties
Frontier orbital gap   7.514 eV
Net charge   -1
E_tot   -743.185442 Ha
ΔE to the lowest compared entry with this formula, charge and spin   160.95 kJ/mol
HOMO   -3.26 eV

Each line ends with the Mulliken charge.
Positions of all 9 atoms, in Å:
C1 0.04 -0.43 0.26  0.058
N1 0.68 0.82 -0.66  -0.541
O1 1.66 1.01 1.73  -0.632
O2 1.85 3.02 0.11  -0.543
F1 0.36 -1.63 -0.36  -0.292
S1 2.06 1.60 0.41  0.401
H1 0.40 -0.33 1.32  0.208
H2 -1.10 -0.15 0.18  0.143
H3 1.06 0.67 -1.61  0.197

***

ORCA calculation (wB97M-V/def2-TZVPD) on a cluster of 2 separate species, C4H11NO3 in total.

Properties
Frontier orbital gap   9.748 eV
Structure (SMILES)   CCNCC(=O)O.O
E_tot   -439.492838 Ha
ΔE to the lowest compared entry with this formula, charge and spin   86.86 kJ/mol
HOMO   -9.09 eV

Each line ends with the Mulliken charge.
Positions of all 19 atoms, in Å:
C1 0.03 2.85 1.41  -1.284
C2 0.56 1.67 0.62  -0.206
N1 -0.51 0.76 0.28  -0.382
C3 -0.04 -0.38 -0.49  -0.195
C4 -1.16 -1.37 -0.76  0.336
O1 -1.31 -1.99 -1.77  -0.544
O2 -1.96 -1.53 0.32  -0.435
H1 0.82 3.51 1.75  0.376
H2 -0.47 2.51 2.33  0.329
H3 -0.68 3.44 0.83  0.327
H4 1.38 1.20 1.18  0.285
H5 0.99 2.04 -0.32  0.257
H6 -1.00 0.45 1.12  0.283
H7 0.31 -0.05 -1.46  0.288
H8 0.77 -0.94 0.00  0.244
H9 -2.62 -2.16 0.03  0.333
O3 3.35 -0.37 0.05  -0.608
H10 4.26 -0.52 -0.19  0.294
H11 3.03 0.23 -0.64  0.303

***

ORCA calculation (wB97M-V/def2-TZVPD) on a cluster of 4 separate species, C23H47FI2N3O3 in total in a non-equilibrium geometry.

Properties
Frontier orbital gap   7.707 eV
Net charge   +1
E_tot   -1989.516619 Ha
HOMO   -11.25 eV

Each line ends with the Mulliken charge.
Positions of all 79 atoms, in Å:
C1 -1.93 -1.00 1.16  -1.180
C2 -2.93 -0.86 2.33  -0.199
C3 -3.67 0.49 2.34  -1.593
I1 -4.77 0.67 4.24  0.114
C4 -4.69 0.67 1.25  0.521
C5 -4.67 1.63 0.31  -0.062
C6 -3.71 2.77 0.02  0.168
C7 -2.91 2.46 -1.27  -1.205
F1 -2.91 3.12 1.09  -0.353
N1 -5.78 1.50 -0.53  0.054
C8 -6.46 0.45 -0.06  -0.362
N2 -7.67 -0.05 -0.55  -0.317
C9 -8.65 0.67 -0.02  0.954
C10 -8.87 2.13 -0.43  -1.157
C11 -9.60 0.15 1.03  -1.167
N3 -5.85 -0.11 0.98  0.540
C12 -6.32 -1.31 1.70  -0.833
C13 -6.35 -2.53 0.70  -0.513
C14 -5.38 -3.68 1.12  -1.219
I2 -8.33 -3.38 0.49  0.145
H1 -2.38 -1.46 0.27  0.291
H2 -1.38 -0.08 0.92  0.218
H3 -1.17 -1.73 1.50  0.509
H4 -3.62 -1.71 2.42  0.182
H5 -2.34 -0.89 3.26  0.499
H6 -2.98 1.34 2.32  0.708
H7 -4.34 3.65 -0.20  0.304
H8 -3.53 2.60 -2.17  0.367
H9 -1.98 3.03 -1.35  0.350
H10 -2.64 1.38 -1.27  0.340
H11 -6.02 2.09 -1.31  0.394
H12 -8.73 2.75 0.47  0.331
H13 -9.89 2.21 -0.83  0.441
H14 -8.13 2.42 -1.19  0.269
H15 -9.48 -0.91 1.27  0.130
H16 -10.64 0.36 0.72  0.448
H17 -9.42 0.75 1.94  0.351
H18 -5.67 -1.50 2.56  0.491
H19 -7.34 -1.14 2.06  0.400
H20 -6.07 -2.22 -0.31  0.554
H21 -5.20 -4.30 0.23  0.409
H22 -4.42 -3.32 1.52  0.285
H23 -5.91 -4.34 1.82  0.403
C15 2.56 0.08 -1.19  -1.159
C16 1.18 -0.16 -1.78  0.421
C17 1.06 0.41 -3.18  -1.390
O1 0.18 0.43 -0.94  -0.435
H24 2.76 1.15 -1.12  0.347
H25 2.62 -0.33 -0.18  0.308
H26 3.33 -0.38 -1.80  0.262
H27 0.97 -1.24 -1.80  0.227
H28 1.22 1.49 -3.17  0.345
H29 0.06 0.24 -3.59  0.352
H30 1.80 -0.04 -3.85  0.403
H31 0.35 1.38 -0.90  0.285
C18 7.69 0.54 -0.94  -1.371
C19 6.30 0.31 -1.53  0.511
C20 6.19 0.88 -2.93  -1.240
O2 5.32 0.91 -0.68  -0.498
H32 7.90 1.61 -0.87  0.358
H33 7.75 0.14 0.06  0.270
H34 8.46 0.08 -1.56  0.370
H35 6.09 -0.76 -1.55  0.305
H36 6.35 1.96 -2.92  0.333
H37 5.19 0.71 -3.33  0.261
H38 6.92 0.43 -3.60  0.391
H39 5.49 1.85 -0.65  0.327
C21 11.22 -0.04 1.70  -1.217
C22 10.88 -1.39 1.08  0.418
C23 12.06 -2.34 1.14  -1.344
O3 10.49 -1.20 -0.29  -0.498
H40 12.05 0.43 1.16  0.332
H41 10.37 0.63 1.64  0.285
H42 11.51 -0.15 2.75  0.380
H43 10.03 -1.83 1.59  0.264
H44 12.92 -1.94 0.59  0.353
H45 11.81 -3.30 0.69  0.320
H46 12.37 -2.52 2.17  0.376
H47 11.24 -0.82 -0.76  0.338